--- 1 ---
C5H7F | wB97M-V/def2-TZVPD

The spin multiplicity is 1. The calculation puts the HOMO energy at -10.297 eV.

Last column: Löwdin charge in e.
Geometry (Å):
1 C 1.361 1.713 -1.458  0.0578
2 C 0.674 1.116 -0.684  -0.0263
3 C -0.174 0.140 0.434  -0.5563
4 C 0.787 -0.966 0.607  -0.0428
5 C -1.568 -0.301 -0.032  -0.0148
6 F -0.261 0.823 1.593  0.0261
7 H 1.946 2.374 -2.113  0.0384
8 H 0.246 -1.936 0.543  0.0901
9 H 1.510 -0.906 -0.132  0.0491
10 H 1.203 -0.936 1.647  0.1162
11 H -2.275 0.445 0.333  0.0818
12 H -1.736 -0.254 -1.129  0.0969
13 H -1.714 -1.310 0.392  0.0836

=====

--- 2 ---
C5H7F | wB97M-V/def2-TZVPD

The spin multiplicity is 1. The calculation puts the HOMO energy at -8.577 eV.

Last column: Löwdin charge in e.
Geometry (Å):
1 C 1.303 -0.330 -1.907  -0.1161
2 C 0.785 -0.546 -0.536  -0.1874
3 C -0.252 0.088 0.019  -0.1150
4 C -0.596 -0.034 1.471  -0.0863
5 C -1.711 0.560 1.887  -0.1615
6 F -2.605 1.233 1.117  0.0043
7 H 0.572 0.140 -2.611  0.0916
8 H 1.800 -1.198 -2.262  0.0519
9 H 2.100 0.437 -1.802  0.0857
10 H 1.448 -1.167 0.069  0.1061
11 H -0.964 0.758 -0.549  0.1273
12 H 0.078 -0.479 2.187  0.1050
13 H -1.957 0.537 2.917  0.0942

=====

Which one sits at the bottom of the stability order? 1 does.